one.
Entry from OMol25: a gas-phase ion, C2H7N4O (charge +1) (ωB97M-V/def2-TZVPD).

total charge: +1
SMILES: NC/N=[NH+]/C(N)=O
LUMO energy: -5.9459 eV

Element x y z (Å)
C1 2.12192 -0.12721 -0.05189
C2 -1.74102 0.27409 0.31751
N1 -2.41091 -0.95503 -0.14701
N2 2.45559 1.15782 -0.14236
N3 0.52452 -0.23673 0.01585
N4 -0.29652 0.60009 0.30469
O1 2.61258 -1.22623 0.06368
H1 -2.07074 1.00895 -0.40041
H2 -2.21856 0.52820 1.19606
H3 -1.86544 -1.33868 -0.92880
H4 1.75207 1.85605 -0.01204
H5 3.34659 1.55567 -0.49850
H6 0.26404 -1.29326 -0.06354
H7 -2.47412 -1.80374 0.34676


two.
Entry from OMol25: a gas-phase ion, C2H7N4O (charge +1) (ωB97M-V/def2-TZVPD).

total charge: +1
SMILES: [NH3+][C@@H]1CN(O)N=N1
LUMO energy: -3.9518 eV

Element x y z (Å)
C1 -0.42219 0.70735 0.65136
C2 -0.62439 0.06709 -0.72988
N1 -0.33711 -1.38617 -0.50814
N2 -0.02919 -1.57814 0.67749
N3 -0.00961 -0.51649 1.40608
N4 0.55434 0.41996 -1.67427
O1 0.38058 -0.49676 2.74750
H1 0.43663 1.47211 0.87180
H2 -1.28091 0.96290 1.10902
H3 -1.57106 0.13880 -1.42512
H4 0.46542 1.44557 -2.03179
H5 0.34988 -0.18659 -2.54063
H6 1.43079 0.36923 -1.25576
H7 0.65683 -1.41887 2.70235


Top of the stability list: one, leading by 2.475 eV.


one.
Entry from OMol25: a gas-phase ion, C5H11N (charge -1) (ωB97M-V/def2-TZVPD).

total charge: -1
<S²>: 0.755
spin multiplicity: 2
LUMO energy (spin up / spin down): 4.5298 / 4.3655 eV

Element x y z (Å)
C1 1.33488 -0.58779 1.18285
C2 -0.20589 -0.59052 1.03304
C3 -0.64867 -0.50831 -0.44767
C4 -0.09285 0.64975 -1.21778
C5 0.34464 0.57412 -2.56830
N1 -0.76253 0.49907 1.84309
H1 1.75229 0.39748 1.38161
H2 1.59630 -1.19651 2.06000
H3 1.77673 -1.05087 0.29637
H4 -0.48070 -1.59507 1.37999
H5 -1.76328 -0.46782 -0.36691
H6 -0.32314 -1.43357 -0.94908
H7 -0.53081 1.60484 -0.85910
H8 1.07346 1.30173 -2.92222
H9 -0.06897 -0.16483 -3.25348
H10 -0.54069 1.32548 1.28918
H11 -1.77401 0.39998 1.85230


two.
Entry from OMol25: 2 unconnected molecules or ions with the total composition C5H11N (ωB97M-V/def2-TZVPD).

total charge: -1
<S²>: 0.769
spin multiplicity: 2
LUMO energy (spin up / spin down): 4.4730 / 3.9406 eV

Element x y z (Å)
C1 -0.68685 -1.26107 0.45406
C2 -0.30270 -0.22287 1.51078
C3 -0.59152 1.24483 0.92391
C4 0.28770 1.26166 -0.19657
C5 -0.23244 0.86233 -1.37745
N1 0.56865 0.24102 -2.32590
H1 0.25260 -1.26870 -0.35971
H2 -0.73224 -2.24272 0.83094
H3 -1.59171 -0.90750 -0.13886
H4 0.81292 -0.44591 1.52527
H5 -0.69339 -0.49347 2.49225
H6 -0.39459 2.04292 1.66238
H7 -1.70571 1.23833 0.62695
H8 1.33817 1.37569 -0.06319
H9 1.75860 -0.79088 -0.95534
H10 1.58447 0.18942 -2.12715
H11 0.32804 -0.82305 -2.48237


Top of the stability list: one, leading by 3.465 eV.


one.
Entry from OMol25: a single C5H6N4 molecule (ωB97M-V/def2-TZVPD).

total charge: 0
SMILES: [H]/N=C/N(C=C)/N=C\C#N
LUMO energy: -0.1989 eV

Element x y z (Å)
C1 2.22623 -0.61399 1.18031
C2 1.44879 -0.71394 0.02084
C3 -0.73129 -1.02793 -0.85860
C4 -1.13137 1.40002 0.60136
C5 -1.52208 2.06249 -0.74856
H1 2.01288 -0.15104 2.22146
H2 3.38362 -0.88440 0.65483
H3 1.68190 -1.19186 -0.91073
H4 -0.25511 -1.76065 -1.66951
H5 -2.36475 -1.62216 -0.97477
H6 -1.16682 2.05196 1.70299
N1 0.18580 -0.34914 -0.03139
N2 -1.96948 -0.73641 -0.59901
N3 -0.34545 0.50920 0.95932
N4 -1.45287 3.02785 -1.54853


two.
Entry from OMol25: a single C5H6N4 molecule (ωB97M-V/def2-TZVPD).

total charge: 0
SMILES: CCc1n[nH]nc1C#N
LUMO energy: 0.5295 eV

Element x y z (Å)
C1 -1.39734 -1.54939 -0.04896
C2 -1.41411 -0.20151 -0.05572
C3 -0.24411 0.56983 -0.31898
C4 1.79700 -0.68179 0.54018
C5 1.06685 0.12064 -0.71388
N1 -1.38107 -2.68861 -0.09070
N2 -2.35689 0.66561 0.26706
N3 -0.52598 1.85980 -0.20421
N4 -1.82692 1.88300 0.19307
H1 1.66015 -0.25514 1.55956
H2 2.90212 -0.83153 0.26950
H3 1.28937 -1.78051 0.47965
H4 1.13322 -0.55028 -1.57709
H5 1.75301 0.90825 -0.95270
H6 -2.45530 2.53163 0.65324


Top of the stability list: two, leading by 4.825 eV.


one.
Entry from OMol25: a single C4H8N2OS molecule (ωB97M-V/def2-TZVPD).

total charge: 0
SMILES: S/N=C\N1CCCO1
LUMO energy: 0.7986 eV

Element x y z (Å)
C1 -1.19421 -0.29924 -0.82701
C2 0.81138 -1.81352 -0.66371
C3 1.99191 -1.74584 0.35933
C4 1.96341 -0.24361 0.69723
H1 -0.27666 1.42896 1.00581
H2 -1.56248 -0.83853 -1.73424
H3 1.17448 -1.55657 -1.72681
H4 0.31400 -2.84140 -0.56507
H5 1.86351 -2.39367 1.32233
H6 2.98673 -2.15437 -0.09001
H7 1.66038 -0.13554 1.75871
H8 2.60044 0.67338 0.65906
N1 -1.74115 0.82365 -0.76692
N2 -0.03902 -0.78247 -0.19349
O1 0.85012 0.33443 -0.08294
S1 -1.53344 1.84171 0.58510


two.
Entry from OMol25: a single C4H8N2OS molecule (ωB97M-V/def2-TZVPD).

total charge: 0
LUMO energy (spin up / spin down): -0.3619 / 0.2357 eV

Element x y z (Å)
C1 -1.53792 1.79109 -0.43594
C2 -0.13918 -0.17722 -0.10284
C3 -1.21413 -1.00609 0.59198
C4 2.01048 -1.14634 0.26822
N1 -0.42859 1.23709 -0.48377
N2 1.06115 -0.26283 0.57676
O1 0.38697 1.84959 2.16773
S1 1.53150 1.09694 1.64400
H1 -1.70386 2.82907 -0.66564
H2 0.06830 -0.66613 -1.17238
H3 -2.18720 -0.80252 0.03920
H4 -1.45364 -0.69650 1.63640
H5 -1.14595 -2.05032 0.51184
H6 2.06695 -1.88381 -0.55306
H7 -2.47943 1.20965 -0.36152
H8 2.77746 -1.09265 1.04216


Top of the stability list: one, leading by 0.119 eV.


one.
Entry from OMol25: a molecular structure, C4H8N2OS (ωB97M-V/def2-TZVPD).

total charge: 0
LUMO energy: -0.1426 eV

Element x y z (Å)
C1 -1.47119 0.08851 -1.15992
C2 -0.52501 -0.12795 0.11058
C3 0.70274 -1.02308 -0.10007
C4 0.44952 1.09505 0.15004
H1 -0.77019 -0.02891 -2.02442
H2 -1.71906 1.10698 -0.94566
H3 -2.31522 -0.68058 -1.34435
H4 -1.53166 -1.35236 1.71071
H5 -2.18603 0.54192 1.55028
H6 0.98939 -1.27321 -1.15157
H7 1.06647 -1.92327 0.45218
H8 3.77160 1.10698 1.24320
N1 -1.28841 -0.14719 1.39516
N2 1.47767 0.25447 0.04018
O1 0.20202 2.27539 0.06119
S1 3.14736 0.08725 0.01246


two.
Entry from OMol25: 2 unconnected molecules or ions with the total composition C4H8N2OS (ωB97M-V/def2-TZVPD).

total charge: 0
LUMO energy (spin up / spin down): -0.4972 / -0.4923 eV

Element x y z (Å)
C1 -1.24935 1.58635 0.12777
C2 -0.94384 0.47060 -0.70637
C3 1.79522 0.05890 -0.33765
C4 0.56656 -1.88957 0.09215
N1 -2.28423 1.47787 1.07935
N2 0.66089 -0.47913 0.38518
O1 -0.49730 2.54409 -0.05302
S1 -1.31000 -0.19759 -2.05922
H1 1.88076 -0.46542 -1.30232
H2 1.90078 1.07425 -0.24398
H3 2.78054 -0.46531 0.02550
H4 0.47074 -1.99232 -0.95974
H5 1.45820 -2.41965 0.49807
H6 -0.35702 -2.13429 0.41731
H7 -2.62979 0.57538 1.29318
H8 -2.24217 2.25585 1.74380


Top of the stability list: two, leading by 0.629 eV.


one.
Entry from OMol25: a single C4H8N2OS molecule (ωB97M-V/def2-TZVPD).

total charge: 0
SMILES: CS/N=C/N(C)C=O
LUMO energy: 0.6487 eV

Element x y z (Å)
C1 3.05257 -0.58868 1.67752
C2 -0.15146 0.53902 0.03674
C3 -2.31463 1.03429 -0.87746
C4 -1.18370 -1.12986 -1.32161
H1 2.49947 -1.41313 2.13360
H2 3.81519 -0.12059 2.39784
H3 3.45206 -1.00806 0.71082
H4 -0.31649 1.63632 0.23504
H5 -2.82213 1.20004 0.07418
H6 -3.11698 0.52555 -1.41380
H7 -2.07210 1.96557 -1.52163
H8 -2.02078 -1.25098 -2.03939
N1 0.80677 -0.17924 0.50042
N2 -1.18934 0.10322 -0.73093
O1 -0.36680 -2.03688 -1.16753
S1 1.92834 0.72342 1.30619


two.
Entry from OMol25: a single C4H8N2OS molecule (ωB97M-V/def2-TZVPD).

total charge: 0
LUMO energy: 0.6055 eV

Element x y z (Å)
C1 -1.33311 0.05198 -0.11299
C2 0.76045 -0.77930 0.27507
C3 -2.43524 0.67945 -0.89059
C4 1.81963 0.37185 0.31045
N1 -0.30498 -0.43154 -0.63162
N2 0.15218 -0.87734 1.59778
O1 -2.27314 -0.36430 2.58769
S1 -1.15344 0.20170 1.81567
H1 1.26390 -1.74647 0.16811
H2 -2.37494 1.74688 -0.57458
H3 -3.46519 0.35807 -0.58033
H4 -2.15070 0.53534 -1.96884
H5 2.55051 -0.22632 1.00269
H6 1.40099 1.28237 0.74177
H7 2.08905 0.53890 -0.76919
H8 1.01744 -1.02489 2.13559


three.
Entry from OMol25: 2 unconnected molecules or ions with the total composition C4H8N2OS (ωB97M-V/def2-TZVPD).

total charge: 0
LUMO energy (spin up / spin down): 0.1211 / 0.2263 eV

Element x y z (Å)
C1 -2.21099 1.06132 -0.50967
C2 -0.89001 1.28126 -0.24155
C3 -2.67369 -0.23926 0.20842
C4 3.33646 -0.75558 0.22810
N1 1.82255 0.91546 -0.35806
N2 -1.51254 -1.12173 0.28215
O1 2.62738 0.09621 -0.85303
S1 -0.16604 -0.13244 0.58492
H1 -2.83886 1.80385 -0.89426
H2 -0.20145 2.12377 -0.30307
H3 -2.78305 0.01187 1.25708
H4 -3.53404 -0.78324 -0.31344
H5 3.86957 -1.63609 -0.08120
H6 2.43959 -0.92752 0.84855
H7 4.09452 -0.18244 0.79353
H8 -1.37941 -1.51546 -0.64849


Top of the stability list: one, leading by 1.032 eV.


one.
Entry from OMol25: a single C2H6O2 molecule (ωB97M-V/def2-TZVPD).

total charge: 0
SMILES: OCCO
LUMO energy: 0.7983 eV

Element x y z (Å)
O1 -0.04704 -1.48673 0.41129
C1 0.87045 -0.53001 -0.04724
C2 0.03032 0.76406 -0.00418
O2 -1.30559 0.40905 -0.50048
H1 -0.86601 -1.12023 -0.01418
H2 1.76639 -0.49963 0.59976
H3 1.24728 -0.75815 -1.05977
H4 0.00862 1.10161 1.04060
H5 0.35321 1.56193 -0.66826
H6 -2.00692 0.53030 0.15686


two.
Entry from OMol25: 2 unconnected molecules or ions with the total composition C2H6O2 (ωB97M-V/def2-TZVPD).

total charge: 0
SMILES: C=O.CO
LUMO energy: 0.6791 eV

Element x y z (Å)
C1 -1.71205 0.05541 -0.61164
O1 -0.60523 0.61521 0.10243
H1 -2.65851 0.52194 -0.34230
H2 -1.73912 -1.00696 -0.38195
H3 -1.54039 0.17892 -1.68263
H4 -0.84489 1.49472 0.40048
O2 3.37611 -0.89155 0.51654
C2 2.26302 -0.45468 0.64321
H5 2.06350 0.61866 0.79159
H6 1.39755 -1.13167 0.56428


Top of the stability list: one, leading by 0.505 eV.